(1)
Entry from the OMol25 dataset: a 5-piece molecular cluster, C13H32N3O4 overall (ωB97M-V with the def2-TZVPD basis set).

Geometry (Å):
O: 3.860 -0.290 -1.778
N: -2.370 -0.850 -1.169
C: 5.811 -1.135 -2.950
H: 2.755 0.907 3.779
C: -4.432 -1.959 3.620
H: -0.917 0.715 -1.257
H: 6.459 -0.949 -2.090
C: 4.647 -0.163 -2.964
H: -5.241 -1.664 4.285
C: 0.995 1.540 2.700
O: 2.242 3.538 -0.522
C: 2.114 0.555 2.966
N: -2.614 -2.051 -1.610
C: -4.529 -0.452 -0.393
H: 2.965 2.168 -1.849
C: -3.213 -0.028 -0.586
H: 3.267 1.236 1.550
O: -4.838 -1.640 2.283
H: 0.952 2.236 -3.346
H: 1.620 3.862 -3.102
H: 1.388 3.824 -0.183
H: 1.521 1.659 -0.962
H: 0.369 1.685 3.582
O: 2.904 0.376 1.790
H: 0.174 3.378 -2.229
C: 1.137 3.019 -2.607
H: -4.298 -3.042 3.699
H: -2.843 -1.467 5.001
H: -0.660 -0.611 -2.404
H: 5.008 0.868 -3.042
H: 1.713 -0.419 3.244
H: -2.341 -1.514 3.301
C: -3.837 -2.474 -1.424
N: -0.140 -1.079 -0.428
H: -2.892 0.953 -0.257
H: 6.407 -1.045 -3.860
H: 3.992 -0.364 -3.811
H: -5.266 0.192 0.073
H: -4.127 -1.914 1.697
H: 1.403 2.508 2.398
H: 0.176 -1.968 -0.790
H: -3.286 -0.154 3.894
H: 0.623 -0.522 -0.063
C: 2.003 2.504 -1.471
C: -4.858 -1.714 -0.829
H: 0.367 1.183 1.878
H: -4.085 -3.480 -1.753
H: 4.434 -0.103 -1.027
C: -0.955 -0.368 -1.375
C: -3.150 -1.234 3.982
H: -5.866 -2.098 -0.723
H: 5.450 -2.160 -2.865

Calculated values
Strongest force on any atom (eV Å⁻¹): 2.095
E_tot (eV): -26651.949
Total charge: +1
LUMO energy (eV): -4.66


(2)
Entry from the OMol25 dataset: a 7-piece molecular cluster, C13H32O11 overall (ωB97M-V with the def2-TZVPD basis set).

Geometry (Å):
H: 9.527 8.948 8.616
H: 4.687 3.934 10.532
C: 12.732 9.593 10.981
C: 8.233 9.946 13.444
H: 11.631 11.801 9.510
H: 4.881 5.632 10.969
C: 5.365 4.656 10.986
C: 11.957 5.769 15.329
H: 7.309 10.367 13.047
C: 11.661 9.676 8.989
H: 9.453 11.375 13.168
H: 12.967 11.310 8.470
H: 9.760 6.887 11.752
O: 7.639 7.132 11.225
H: 5.820 10.588 10.910
H: 6.513 8.220 10.345
H: 11.984 5.314 16.319
H: 7.422 6.198 11.169
C: 12.334 10.995 9.299
H: 13.377 7.355 15.429
H: 6.396 4.693 9.402
H: 10.394 7.024 16.253
C: 8.649 6.364 7.185
C: 10.390 4.993 13.943
H: 9.263 6.427 10.213
H: 12.121 9.157 8.147
O: 5.814 8.724 9.922
C: 10.817 6.801 15.273
O: 9.806 4.240 13.167
H: 8.881 5.721 8.034
H: 8.304 7.318 7.584
H: 9.601 10.449 9.428
H: 7.825 6.146 5.440
H: 11.086 7.753 14.815
O: 11.612 4.814 14.360
O: 13.079 10.717 10.472
O: 9.871 6.162 14.414
H: 8.819 9.453 12.668
H: 10.031 10.307 7.718
H: 7.197 10.310 9.831
H: 13.361 6.551 13.884
H: 9.383 8.170 10.688
O: 9.140 10.932 13.960
H: 14.061 5.676 15.240
C: 10.141 9.845 8.698
O: 11.929 8.925 10.146
H: 8.008 9.219 14.223
O: 7.657 5.791 6.316
C: 6.142 10.090 9.996
H: 9.591 6.693 6.747
H: 5.669 10.516 9.111
O: 6.584 4.716 10.343
C: 13.276 6.377 14.957
H: 5.416 4.437 12.053
C: 9.048 7.174 10.977
O: 13.217 9.111 12.012

Calculated values
Strongest force on any atom (eV Å⁻¹): 5.176
E_tot (eV): -36519.903
SMILES: C[C@H]1COC(=O)O1.C[C@H]1COC(=O)O1.CO.CO.CO.CO.CO
LUMO energy (eV): 0.30
Energy above the lowest of the compared OMol25 structures with the same formula, charge and spin (kcal/mol): 0.0


(3)
Entry from the OMol25 dataset: C13H33AsN2O2ReS5Si4 as an isolated structure (ωB97M-V with the def2-TZVPD basis set).

Geometry (Å):
H: 3.769 3.459 0.913
S: -0.482 -2.474 2.023
H: 3.651 1.695 0.914
H: 2.337 0.050 -6.030
S: 1.675 0.023 3.337
H: 1.597 4.752 -1.196
H: 2.033 -4.525 0.006
H: 0.954 -2.274 -3.386
Re: -0.288 -0.631 0.521
C: 3.157 2.612 0.591
H: -0.527 1.096 -5.697
H: 2.021 -4.463 -1.761
H: 4.861 -1.571 0.626
O: -0.602 3.035 -1.881
H: 2.203 2.671 1.120
H: 5.094 -3.278 0.239
H: 2.025 4.351 -2.854
H: 3.075 -1.938 -3.230
H: 3.235 5.061 -1.775
C: 3.821 -2.001 -2.441
H: 3.930 -2.811 1.480
H: 4.898 1.210 -1.811
H: 4.444 2.199 -3.204
Si: 0.957 0.164 -4.009
O: -0.103 1.106 -0.917
C: -1.883 2.362 0.057
Si: 3.071 -2.454 -0.809
H: -0.484 0.737 2.685
C: 0.377 -1.604 -4.019
N: -1.271 -1.534 -0.863
As: 1.208 -1.977 3.251
C: -0.843 2.237 -1.022
C: 2.395 4.364 -1.829
S: 2.375 -3.481 3.899
H: 4.351 -1.048 -2.370
S: -2.992 -3.149 -2.304
C: -2.027 -2.240 -1.459
H: -0.125 2.354 -4.521
H: -1.331 1.127 -4.127
Si: 1.433 0.964 -1.829
H: 4.551 -2.758 -2.735
H: 3.381 -0.120 -4.621
H: -2.002 0.426 2.167
Si: 2.968 2.688 -1.262
H: 0.846 -3.528 -0.835
H: 5.342 2.911 -1.866
C: 2.512 0.411 -5.014
C: -1.273 2.223 1.453
H: -0.286 2.688 1.496
H: -2.653 1.601 -0.097
H: -2.351 3.338 -0.056
C: 4.348 -2.528 0.517
H: 0.462 -1.962 -5.049
C: -0.380 1.301 -4.634
N: -1.102 0.803 1.861
S: 1.903 -0.575 -0.269
H: -0.667 -1.685 -3.725
C: 4.553 2.200 -2.119
H: -1.904 2.727 2.185
H: 2.768 1.469 -5.085
C: 1.881 -3.872 -0.855

Calculated values
Strongest force on any atom (eV Å⁻¹): 0.873
E_tot (eV): -169747.482
Total charge: +1
LUMO energy (spin up / spin down) (eV): -4.17 / -4.18


(4)
Entry from the OMol25 dataset: a 10-piece molecular cluster, C13H33Br6N7O14 overall (ωB97M-V with the def2-TZVPD basis set).

Geometry (Å):
O: -8.671 18.148 22.155
N: -1.157 18.630 15.834
O: -3.109 15.348 24.415
H: -5.647 22.145 20.278
C: -4.314 18.049 19.037
O: -4.979 23.912 21.593
O: -2.227 19.086 16.317
H: -5.659 16.444 22.812
H: -2.540 23.955 19.063
H: -5.101 17.298 18.963
H: -7.798 12.384 19.018
H: -2.756 12.677 17.397
O: -5.853 21.072 22.990
H: -5.250 14.714 22.945
H: -6.218 12.097 19.682
H: -4.225 15.807 21.965
H: -7.938 19.988 24.074
O: -4.231 14.158 15.809
O: -4.122 16.001 16.890
C: -2.326 22.116 17.876
C: -1.994 13.155 18.013
H: -1.431 12.282 18.344
N: -9.531 17.585 21.452
N: -5.929 19.969 23.410
O: -7.353 14.112 21.009
Br: -6.337 19.959 18.531
O: -6.420 15.061 19.327
H: -1.173 23.972 17.869
C: -4.996 19.203 19.749
Br: -1.569 21.019 19.399
H: -5.557 18.860 20.618
C: -9.081 17.024 20.184
C: -2.661 13.904 19.153
H: -6.913 18.763 24.869
Br: -3.626 12.714 20.264
H: -1.803 14.201 19.755
N: -3.902 15.332 15.894
H: -2.283 15.575 14.564
H: -3.260 14.792 18.952
H: -9.839 17.237 19.431
H: -3.177 17.009 15.016
Br: -3.127 24.661 16.648
H: -3.875 18.300 18.072
O: -10.695 17.319 21.783
H: -1.939 21.748 16.926
H: -0.271 17.834 17.450
O: -4.643 16.733 24.860
O: -5.228 19.013 23.104
H: -8.090 17.423 19.967
H: 0.930 18.177 16.152
H: -3.383 21.862 17.799
C: -2.182 23.622 18.089
N: -6.036 24.019 21.005
N: -6.799 14.025 19.909
C: 0.052 18.542 16.686
N: -4.095 15.982 24.105
O: -6.685 25.046 20.956
C: -6.449 22.872 20.148
O: -1.120 18.285 14.621
H: -7.461 22.547 20.387
C: -4.844 15.722 22.858
Br: -0.848 14.474 16.954
H: -6.527 23.264 19.134
H: -6.701 20.432 25.301
Br: -2.789 17.296 20.050
C: -3.288 15.962 14.735
H: 0.311 19.456 17.218
H: -3.906 15.871 13.841
C: -6.796 12.808 19.091
C: -6.943 19.775 24.466
H: -6.436 12.997 18.080
H: -8.978 15.939 20.221
H: -4.252 19.948 20.030

Calculated values
Strongest force on any atom (eV Å⁻¹): 4.115
E_tot (eV): -473346.823
SMILES: C[N+](=O)[O-].C[N+](=O)[O-].C[N+](=O)[O-].C[N+](=O)[O-].C[N+](=O)[O-].C[N+](=O)[O-].C[N+](=O)[O-].BrCCBr.BrCCBr.BrCCBr
LUMO energy (eV): -0.79
Energy above the lowest of the compared OMol25 structures with the same formula, charge and spin (kcal/mol): 22.5


(5)
Entry from the OMol25 dataset: C13H33Cl2N2O2P2W as an isolated structure (ωB97M-V with the def2-TZVPD basis set).

Geometry (Å):
C: 1.528 -0.108 5.017
H: -1.226 -0.897 0.699
C: -1.745 -3.458 -0.402
H: 0.400 3.533 -2.569
H: 3.134 -0.686 2.423
H: 3.681 0.217 3.831
H: 0.060 0.737 -6.693
H: -1.153 0.937 0.659
C: 0.530 -0.120 -6.149
H: 0.915 1.804 -2.702
C: 0.661 0.165 2.588
C: -1.490 0.056 1.328
H: 1.148 -1.871 -2.546
H: 1.622 -0.077 -6.333
O: 1.475 0.104 -3.931
H: 0.417 2.764 1.201
Cl: -1.279 -0.063 -3.757
H: 3.051 1.083 2.422
P: -0.422 -2.222 -0.759
H: 1.756 -1.787 0.251
H: -1.488 -4.493 -0.718
N: 1.594 0.125 3.590
H: 2.110 -0.992 5.315
H: 1.413 -3.545 -0.047
P: -0.604 2.149 -0.900
H: -2.509 0.269 3.774
C: 0.323 -2.585 -2.365
H: -2.935 2.788 -1.152
H: 0.702 -3.624 -2.378
C: 0.473 -0.007 -4.623
W: -1.404 -0.056 -0.873
H: 1.974 0.720 5.597
H: -1.960 -3.457 0.685
H: -0.414 -2.442 -3.172
H: -0.691 2.287 -3.273
C: 0.727 2.749 0.146
H: -1.317 -0.826 4.557
H: 1.012 3.767 -0.192
C: -1.434 0.093 3.940
H: 0.704 -2.688 1.374
H: 0.164 -1.105 -6.529
Cl: -3.538 -0.186 -1.647
H: -2.540 0.110 1.608
N: -0.719 -0.019 2.634
H: 1.589 2.055 0.062
H: 0.500 -0.250 5.425
O: 1.133 0.350 1.428
H: -2.275 3.324 0.419
C: 0.998 -2.593 0.325
C: -2.057 3.250 -0.664
H: -1.046 0.946 4.547
H: -2.687 -3.165 -0.905
C: 0.083 2.492 -2.536
H: -1.879 4.258 -1.083
C: 2.934 0.191 3.053

Calculated values
Strongest force on any atom (eV Å⁻¹): 4.846
E_tot (eV): -66508.852
Total charge: +3
LUMO energy (spin up / spin down) (eV): -12.16 / -11.76
Energy above the lowest of the compared OMol25 structures with the same formula, charge and spin (kcal/mol): 61.8
Multiplicity: 3


(6)
Entry from the OMol25 dataset: C13H33Cl2N2OP2STm as an isolated structure (ωB97M-V with the def2-TZVPD basis set).

Geometry (Å):
C: -1.320 0.375 -3.773
C: 0.639 4.049 0.537
N: -0.084 3.306 1.562
H: -1.813 -4.828 -5.560
H: 0.910 -4.172 -0.793
H: -1.199 -2.789 2.490
H: 1.825 2.782 4.798
H: 0.856 -4.909 0.846
H: -2.996 -5.489 -4.380
C: 1.106 0.666 3.801
H: -2.938 1.792 -1.523
C: -1.241 3.976 2.146
C: 0.732 2.124 -2.701
H: 1.704 0.047 3.130
Tm: -0.520 -1.317 -1.065
H: 0.173 0.165 4.067
Cl: 0.457 -4.312 -3.771
C: 2.479 -2.382 1.304
H: 0.270 -3.485 3.235
N: 0.818 1.958 3.210
H: 0.025 -1.711 3.216
S: 0.219 0.612 0.904
H: -0.661 -4.344 0.079
P: 0.673 -2.503 1.022
Cl: 1.624 -1.393 -2.181
H: -0.038 4.269 -0.293
H: -1.708 2.880 -0.827
H: -0.944 4.910 2.635
H: 2.864 -3.242 1.875
C: -1.927 -5.349 -4.593
C: -0.122 -2.641 2.652
H: 1.663 0.843 4.713
H: 1.525 1.432 -3.029
C: 0.418 -4.139 0.196
H: 1.513 3.486 0.197
H: -2.279 -0.144 -3.602
H: 2.065 3.676 3.295
H: -1.936 4.210 1.332
H: -1.730 3.336 2.888
O: -1.826 -3.992 -2.551
H: -2.219 3.080 -2.531
H: 0.502 2.815 -3.528
C: 0.301 2.045 1.976
H: 0.999 4.999 0.951
C: -2.016 2.350 -1.737
H: 0.529 3.810 4.215
H: -0.574 -0.345 -4.156
P: -0.731 1.144 -2.192
H: 1.104 2.705 -1.843
H: -1.440 -6.334 -4.692
C: -1.283 -4.527 -3.515
H: 2.989 -2.341 0.327
C: 1.331 3.138 3.904
H: 2.704 -1.454 1.856
H: -1.473 1.162 -4.525

Calculated values
Strongest force on any atom (eV Å⁻¹): 2.060
E_tot (eV): -103018.643
Total charge: +2
LUMO energy (spin up / spin down) (eV): -6.47 / -7.46
Multiplicity: 3